No. 1
Density functional theory data (ωB97M-V/def2-TZVPD) for C26H30BrN2O2OsP as an isolated structure in a non-equilibrium geometry.

Output
- Largest force on an atom: 0.0743 hartree/bohr
- Charge: +2
- Energy relative to the best compared isomer or geometry (same formula, charge and spin): 2.799 eV
- Molecular weight: 703.646 g mol⁻¹
- LUMO (alpha / beta): -8.6440 / -8.9348 eV
- HOMO energy (alpha / beta): -12.9 / -12.9 eV
- E_tot: -4274.25356 Eh

Element x y z (Å)
Os 0.289 0.163 0.368
C 0.031 0.074 4.747
C 0.388 0.451 3.448
N -0.011 -0.235 2.385
C -0.794 -1.331 2.602
C -1.215 -1.771 3.854
C -0.770 -1.027 4.958
C -2.070 -2.930 3.902
C -2.448 -3.573 2.773
C -1.999 -3.135 1.476
C -2.328 -3.738 0.249
C -1.814 -3.213 -0.919
C -0.984 -2.093 -0.883
N -0.661 -1.507 0.276
C -1.169 -2.024 1.427
H 0.384 0.668 5.577
H 0.992 1.330 3.264
H -1.059 -1.316 5.960
H -2.410 -3.278 4.869
H -3.097 -4.437 2.824
H -2.977 -4.603 0.226
H -2.048 -3.650 -1.878
H -0.565 -1.656 -1.781
C 3.832 0.782 0.434
P 2.613 -0.564 0.503
C 3.026 -1.607 -0.922
C 3.113 -1.534 1.951
H 4.836 0.370 0.544
H 3.661 1.504 1.233
H 3.773 1.296 -0.528
H 4.092 -1.835 -0.917
H 2.767 -1.096 -1.850
H 2.464 -2.541 -0.873
H 4.144 -1.873 1.843
H 2.464 -2.404 2.059
H 3.039 -0.930 2.855
Br 1.517 7.271 -3.098
C 1.330 5.467 -2.968
C 1.099 4.885 -1.688
C 0.964 3.528 -1.593
C 1.050 2.720 -2.740
C 1.275 3.310 -4.008
C 1.414 4.662 -4.131
C 0.905 1.205 -2.713
O 1.085 0.623 -3.762
O 0.566 0.645 -1.605
H 1.029 5.530 -0.824
H 0.779 3.075 -0.628
H 1.326 2.651 -4.863
H 1.583 5.130 -5.090
C -3.444 0.665 -0.208
C -2.286 1.621 -0.480
C -2.809 3.055 -0.612
C -1.249 1.552 0.655
H -4.184 0.719 -1.007
H -3.944 0.932 0.726
H -3.123 -0.376 -0.130
H -1.821 1.354 -1.434
H -3.256 3.393 0.325
H -3.571 3.119 -1.389
H -2.005 3.747 -0.873
H -1.769 1.426 1.610
H -0.690 2.502 0.721

=====

No. 2
Density functional theory data (ωB97M-V/def2-TZVPD) for one molecule with the formula C9H18INO3Si in a non-equilibrium geometry.

Output
- Largest force on an atom: 0.0695 hartree/bohr
- Charge: 0
- Structure (SMILES): ICCC[Si]12OCCN(CCO1)CCO2
- Energy relative to the best compared isomer or geometry (same formula, charge and spin): 0.840 eV
- Molecular weight: 343.237 g mol⁻¹
- LUMO: 0.7348 eV
- HOMO energy: -8.3 eV
- E_tot: -1221.47503 Eh

Element x y z (Å)
I 0.827 -1.985 4.290
O -0.899 0.285 0.907
O 1.294 -0.735 -0.217
O -1.072 -0.435 -1.613
N 0.349 2.084 -1.101
C 0.660 -2.651 2.381
C -0.080 1.391 1.206
C 1.920 0.015 -1.184
C -1.715 0.759 -1.796
C -0.154 2.548 0.260
C 1.756 1.563 -1.227
C -0.695 1.827 -2.074
C -0.784 -2.721 1.844
C -0.952 -2.562 0.280
Si -0.339 -0.828 -0.204
H 1.211 -1.912 1.801
H 1.072 -3.615 2.293
H 1.006 1.187 1.350
H -0.328 1.732 2.224
H 1.450 -0.455 -2.108
H 2.955 -0.258 -1.083
H -2.449 0.934 -1.003
H -2.391 0.624 -2.663
H -1.174 2.931 0.135
H 0.470 3.301 0.619
H 2.363 2.033 -0.454
H 2.175 1.970 -2.120
H -0.249 1.675 -3.013
H -1.223 2.797 -2.086
H -1.345 -1.830 2.274
H -1.267 -3.594 2.213
H -0.355 -3.360 -0.182
H -2.036 -2.714 0.050

=====

No. 3
Density functional theory data (ωB97M-V/def2-TZVPD) for C53H45N2O2PtS5 as an isolated structure.

Output
- Largest force on an atom: 0.0113 hartree/bohr
- Charge: +1
- Energy relative to the best compared isomer or geometry (same formula, charge and spin): 0.000 eV
- Molecular weight: 1097.368 g mol⁻¹
- LUMO: -2.8438 eV
- HOMO energy: -10.3 eV
- E_tot: -4416.78376 Eh

Element x y z (Å)
Pt 1.173 0.983 -0.347
C -3.374 1.960 3.194
C -2.636 1.569 4.469
C -2.702 2.758 5.439
C -3.343 0.358 5.094
C -1.170 1.212 4.217
C -0.377 0.895 5.337
C 0.962 0.605 5.239
C 1.531 0.616 3.971
S 3.202 0.398 3.562
C 2.821 0.648 1.919
N 1.544 0.843 1.667
C 0.765 0.876 2.834
C -0.594 1.188 2.955
C 3.768 0.734 0.825
C 5.143 0.569 0.952
C 5.945 0.720 -0.165
C 5.368 1.039 -1.388
C 3.991 1.197 -1.515
C 3.178 1.041 -0.405
H -4.405 2.218 3.443
H -3.405 1.149 2.466
H -2.920 2.831 2.722
H -3.745 3.021 5.625
H -2.203 3.632 5.015
H -2.240 2.537 6.401
H -4.394 0.594 5.267
H -2.903 0.076 6.052
H -3.294 -0.503 4.426
H -0.830 0.896 6.319
H 1.555 0.390 6.117
H -1.163 1.399 2.062
H 5.583 0.327 1.913
H 7.016 0.597 -0.085
H 5.997 1.164 -2.259
H 3.578 1.433 -2.487
S 1.090 2.839 -4.377
C 1.172 1.129 -4.667
C 1.245 0.477 -5.892
C 1.288 -0.902 -5.887
C 1.239 -1.613 -4.685
C 1.154 -0.967 -3.469
C 1.129 0.424 -3.460
N 1.054 1.275 -2.357
C 1.046 2.545 -2.695
C 1.113 3.528 -1.636
C 1.082 4.905 -1.821
C 1.198 5.733 -0.720
C 1.365 5.180 0.545
C 1.391 3.803 0.734
C 1.238 2.970 -0.360
H 1.271 1.036 -6.818
H 1.353 -1.437 -6.825
H 1.253 -2.695 -4.706
H 1.086 -1.525 -2.553
H 0.966 5.324 -2.813
H 1.173 6.807 -0.843
H 1.471 5.832 1.403
H 1.496 3.405 1.734
O -0.835 0.417 -0.206
C -2.098 0.653 -0.757
C -2.208 0.003 -2.142
C -2.414 -1.321 -2.397
C -2.366 -1.646 -3.779
C -2.128 -0.554 -4.556
S -1.985 0.866 -3.615
C -3.097 -0.061 0.156
C -4.458 -0.023 0.160
C -5.035 -0.907 1.113
C -4.096 -1.602 1.810
S -2.511 -1.175 1.323
C -2.504 2.118 -0.844
C -3.530 2.668 -1.564
C -3.719 4.051 -1.304
C -2.839 4.527 -0.384
S -1.783 3.302 0.162
H -2.632 -2.035 -1.615
H -2.525 -2.638 -4.176
H -2.066 -0.504 -5.631
H -5.035 0.615 -0.493
H -6.098 -1.012 1.274
H -4.253 -2.323 2.597
H -4.134 2.105 -2.260
H -4.471 4.659 -1.786
H -2.740 5.534 -0.011
C 2.463 -7.621 -0.887
C 2.036 -6.200 -0.666
C 0.763 -5.897 -0.202
C 0.357 -4.589 0.004
C -1.034 -4.344 0.528
C 1.264 -3.541 -0.276
C 0.810 -2.180 -0.090
O 1.517 -1.203 -0.359
C 2.574 -3.830 -0.737
C 3.611 -2.779 -1.026
C 2.923 -5.156 -0.922
H 1.675 -8.322 -0.618
H 3.347 -7.853 -0.292
H 2.725 -7.784 -1.933
H 0.069 -6.702 0.007
H -1.561 -5.289 0.636
H -1.618 -3.710 -0.137
H -1.017 -3.858 1.504
H -0.202 -2.002 0.286
H 3.767 -2.117 -0.174
H 3.313 -2.139 -1.858
H 4.555 -3.259 -1.278
H 3.922 -5.389 -1.271

=====

No. 4
Density functional theory data (ωB97M-V/def2-TZVPD) for a 4-piece molecular cluster, C20H36Cl2NO14P3 overall in a non-equilibrium geometry.

Output
- Largest force on an atom: 0.1266 hartree/bohr
- Charge: 0
- Structure (SMILES): C[C@H](Cl)[C@@H](Cl)c1ccc2c(c1)C(=O)NC2=O.COP(=O)(OC)OC.COP(=O)(OC)OC.COP(=O)(OC)OC
- Energy relative to the best compared isomer or geometry (same formula, charge and spin): 0.000 eV
- Molecular weight: 678.329 g mol⁻¹
- LUMO: -0.8367 eV
- HOMO energy: -9.7 eV
- E_tot: -3836.33628 Eh

Element x y z (Å)
C 2.511 -6.366 4.286
C 2.754 -5.053 3.551
Cl 2.661 -3.654 4.654
C 1.916 -4.841 2.284
Cl 2.139 -6.273 1.198
C 0.443 -4.623 2.519
C -0.065 -3.345 2.300
C -1.412 -3.036 2.448
C -2.274 -4.040 2.830
C -1.777 -5.322 3.055
C -0.448 -5.623 2.906
C -2.952 -6.193 3.419
O -2.987 -7.287 3.893
N -4.051 -5.427 3.035
C -3.764 -4.053 3.040
O -4.551 -3.172 3.198
H 3.236 -6.386 5.103
H 2.737 -7.228 3.665
H 1.528 -6.418 4.750
H 3.792 -5.100 3.216
H 2.287 -3.987 1.723
H 0.597 -2.543 1.991
H -1.800 -2.045 2.245
H -0.108 -6.635 3.087
H -4.970 -5.698 3.361
C -1.975 2.355 2.995
O -1.866 1.234 2.095
P -2.605 1.354 0.615
O -2.578 -0.051 0.165
O -1.431 2.280 -0.022
C -0.116 1.723 -0.138
O -3.724 2.021 -0.394
C -4.262 3.314 -0.053
H -1.379 2.135 3.876
H -1.594 3.266 2.526
H -3.013 2.503 3.298
H -0.127 0.635 -0.109
H 0.508 2.093 0.675
H 0.311 2.051 -1.084
H -3.457 4.050 0.013
H -4.800 3.270 0.895
H -4.954 3.610 -0.837
C 4.140 -0.257 -2.864
O 3.553 0.338 -1.688
P 3.933 -0.321 -0.212
O 2.906 0.296 0.651
O 5.378 0.428 -0.172
C 5.406 1.853 -0.173
O 4.491 -1.510 0.777
C 5.278 -2.589 0.235
H 3.842 0.338 -3.723
H 5.231 -0.259 -2.793
H 3.778 -1.276 -2.999
H 4.456 2.276 0.152
H 5.636 2.216 -1.176
H 6.193 2.173 0.506
H 6.195 -2.225 -0.231
H 4.689 -3.152 -0.491
H 5.539 -3.245 1.062
C -2.643 3.845 -3.199
O -1.495 4.130 -4.027
P -1.736 5.016 -5.404
O -0.467 4.800 -6.123
O -1.803 6.434 -4.607
C -0.643 6.872 -3.907
O -2.725 5.583 -6.589
C -4.146 5.603 -6.333
H -2.298 3.321 -2.310
H -3.140 4.773 -2.898
H -3.349 3.208 -3.734
H 0.259 6.383 -4.274
H -0.756 6.664 -2.841
H -0.551 7.947 -4.049
H -4.370 6.222 -5.461
H -4.521 4.591 -6.172
H -4.638 6.026 -7.204

=====

No. 5
Density functional theory data (ωB97M-V/def2-TZVPD) for a 2-piece molecular cluster, C3H7N2O overall in a non-equilibrium geometry.

Output
- Largest force on an atom: 0.2719 hartree/bohr
- Charge: +1
- Energy relative to the best compared isomer or geometry (same formula, charge and spin): 2.452 eV
- Molecular weight: 87.102 g mol⁻¹
- LUMO: -3.4033 eV
- HOMO energy: -14.5 eV
- E_tot: -302.94992 Eh

Element x y z (Å)
C 0.990 -0.864 -1.401
C 1.515 0.230 -0.737
N 0.387 0.875 -0.158
C -0.728 0.103 -0.332
N -0.377 -0.971 -1.021
H 1.552 -1.614 -1.996
H 2.597 0.631 -0.576
H 0.541 1.968 0.352
H -1.696 0.381 -0.038
H -1.071 -1.765 -1.213
H -1.577 0.037 3.215
H -1.727 1.052 2.399
O -1.168 0.397 2.616

=====

No. 6
Density functional theory data (ωB97M-V/def2-TZVPD) for C32H36N9PrS3Sb as an isolated structure in a non-equilibrium geometry.

Output
- Largest force on an atom: 0.0874 hartree/bohr
- 2S+1: 4
- Charge: -2
- Molecular weight: 905.572 g mol⁻¹
- LUMO (alpha / beta): 3.1830 / 3.1007 eV
- HOMO energy (alpha / beta): -0.5 / -0.5 eV
- E_tot: -3685.52948 Eh

Element x y z (Å)
Pr 8.021 14.456 12.123
C 13.668 9.962 6.021
C 14.605 10.394 7.039
C 14.339 11.790 7.243
C 13.175 12.166 6.537
C 12.856 11.044 5.701
C 11.766 11.040 4.674
C 12.503 13.531 6.476
C 15.074 12.648 8.255
C 15.681 9.541 7.664
C 13.486 8.556 5.507
H 11.327 11.998 4.537
H 10.879 10.406 5.001
H 12.119 10.658 3.703
H 12.120 13.844 7.489
H 11.661 13.400 5.832
H 13.146 14.344 6.008
H 15.359 13.613 7.850
H 15.980 12.098 8.662
H 14.478 12.815 9.189
H 15.306 8.976 8.547
H 16.533 10.102 8.077
H 16.096 8.734 7.009
H 12.452 8.142 5.622
H 14.130 7.828 6.057
H 13.788 8.421 4.436
C 9.121 12.100 18.791
C 9.032 12.598 17.383
C 7.671 12.749 16.880
C 7.405 12.791 15.561
C 8.540 12.856 14.686
N 8.392 12.382 13.325
C 8.345 11.038 12.972
C 8.074 10.008 13.958
C 8.332 8.648 13.682
C 8.985 8.262 12.499
C 9.039 6.851 11.966
C 9.316 9.286 11.596
C 8.862 10.636 11.684
N 8.952 11.524 10.602
C 9.573 11.127 9.389
C 9.625 12.210 8.580
C 9.070 13.415 9.289
N 8.553 12.811 10.511
C 9.874 13.282 15.176
C 10.128 12.946 16.509
N 10.764 14.027 14.363
C 12.055 14.480 14.719
C 12.469 15.427 13.793
C 11.431 15.416 12.841
N 10.402 14.653 13.159
H 8.144 12.192 19.316
H 9.898 12.577 19.430
H 9.434 11.011 18.841
H 6.883 12.738 17.634
H 6.396 12.609 15.198
H 7.676 10.320 14.939
H 8.146 7.899 14.420
H 9.172 6.155 12.783
H 9.863 6.711 11.269
H 8.097 6.607 11.504
H 9.909 8.976 10.731
H 9.881 10.160 9.168
H 9.746 12.123 7.476
H 9.798 14.287 9.475
H 11.119 12.953 16.966
H 12.667 14.182 15.558
H 13.401 16.036 13.671
H 10.772 16.069 10.963
S 7.696 14.320 8.215
Sb 6.887 16.275 9.532
S 8.867 17.004 10.819
S 5.446 15.028 10.992
N 6.550 15.670 13.927
H 7.019 16.196 14.670
H 5.931 14.998 14.399
H 5.911 16.280 13.359
N 14.960 19.722 11.586
C 14.079 18.931 11.616
N 13.389 17.831 11.769
C 12.346 17.212 11.385
N 11.566 16.170 11.669

=====

No. 7
Density functional theory data (ωB97M-V/def2-TZVPD) for C19H50N7O8P2S2 as an isolated structure in a non-equilibrium geometry.

Output
- Largest force on an atom: 0.1198 hartree/bohr
- Charge: -1
- Energy relative to the best compared isomer or geometry (same formula, charge and spin): 2.901 eV
- Molecular weight: 630.732 g mol⁻¹
- LUMO: 1.4348 eV
- HOMO energy: -5.5 eV
- E_tot: -3218.17779 Eh

Element x y z (Å)
C -2.339 3.046 -0.713
C -1.999 4.514 -0.890
O -0.895 4.852 -1.279
O -2.929 5.485 -0.676
C -3.840 5.199 0.418
C -4.631 6.474 0.720
C -6.109 6.397 0.321
C -6.384 6.406 -1.184
C -6.003 5.144 -1.967
S -6.868 3.641 -1.535
O -8.281 3.812 -1.793
O -6.314 2.649 -2.439
N -6.470 3.325 -0.010
S -6.658 1.806 0.458
O -5.366 1.164 0.493
O -7.717 1.081 -0.178
H -1.403 2.503 -0.784
H -2.851 2.845 0.223
H -2.958 2.707 -1.545
H -4.504 4.410 0.072
H -3.318 4.800 1.288
H -4.582 6.638 1.800
H -4.117 7.330 0.279
H -6.589 7.297 0.722
H -6.552 5.557 0.851
H -7.440 6.592 -1.382
H -5.833 7.240 -1.632
H -6.276 5.312 -3.007
H -4.941 4.915 -1.961
H -7.013 1.955 1.760
O -0.852 -0.061 0.273
P -0.943 -0.776 1.597
N 0.608 -1.498 1.647
C 0.949 -2.864 1.931
C 1.790 -0.656 1.540
N -2.212 -1.882 1.183
C -1.912 -3.161 0.579
C -3.336 -1.241 0.493
N -1.238 -1.095 3.272
C -0.464 -0.317 4.244
C -2.431 -1.724 3.829
H 0.345 -3.290 2.740
H 1.986 -2.943 2.269
H 0.861 -3.503 1.045
H 2.215 -0.456 2.535
H 1.560 0.305 1.081
H 2.563 -1.123 0.924
H -1.296 -3.069 -0.329
H -2.838 -3.675 0.310
H -1.411 -3.826 1.287
H -3.132 -1.084 -0.571
H -3.563 -0.272 0.934
H -4.237 -1.851 0.589
H 0.286 -0.953 4.729
H -1.095 0.123 5.018
H 0.062 0.507 3.762
H -2.418 -2.798 3.643
H -3.353 -1.308 3.427
H -2.466 -1.592 4.914
O 4.807 -1.552 -0.415
P 5.719 -2.681 -0.841
N 6.941 -1.762 -1.610
C 7.490 -1.953 -2.931
C 7.628 -0.744 -0.832
N 4.589 -3.407 -1.936
C 4.488 -2.930 -3.301
C 3.269 -3.597 -1.333
N 6.680 -4.117 -0.867
C 7.844 -4.157 0.023
C 6.251 -5.429 -1.344
H 7.618 -3.010 -3.183
H 8.482 -1.502 -3.009
H 6.865 -1.479 -3.693
H 8.596 -1.114 -0.465
H 7.036 -0.448 0.034
H 7.803 0.159 -1.423
H 4.317 -1.846 -3.359
H 3.667 -3.433 -3.815
H 5.383 -3.185 -3.872
H 2.692 -2.666 -1.313
H 3.350 -3.965 -0.307
H 2.702 -4.345 -1.894
H 8.769 -4.078 -0.558
H 7.882 -5.075 0.611
H 7.827 -3.330 0.734
H 6.220 -5.447 -2.433
H 5.275 -5.719 -0.959
H 6.960 -6.202 -1.035

=====

No. 8
Density functional theory data (ωB97M-V/def2-TZVPD) for C6H10O as an isolated structure in a non-equilibrium geometry.

Output
- Largest force on an atom: 0.0601 hartree/bohr
- Charge: 0
- Energy relative to the best compared isomer or geometry (same formula, charge and spin): 4.672 eV
- Molecular weight: 98.145 g mol⁻¹
- LUMO: 1.0346 eV
- HOMO energy: -8.1 eV
- E_tot: -309.67066 Eh

Element x y z (Å)
C 1.771 -0.626 -0.148
C 0.734 0.305 0.447
C 0.005 1.322 -0.473
C -1.328 0.952 0.208
O -2.132 0.035 -0.567
C -1.444 -1.061 -0.047
C -0.640 -0.221 0.948
H 2.082 -1.388 0.576
H 2.656 -0.058 -0.450
H 1.380 -1.141 -1.033
H 1.179 0.846 1.289
H 0.330 2.363 -0.377
H -0.002 1.048 -1.533
H -1.929 1.741 0.671
H -0.474 -1.650 -1.044
H -1.441 -2.057 -0.487
H -0.747 -0.410 2.021